1.
A molecular structure, C10H8BrFeN2O2S. Source: the OMol25 dataset; level of theory: ωB97M-V with the def2-TZVPD basis set.

```
25
Properties=species:S:1:pos:R:3:mulliken_charge:R:1
Fe -0.08847 -0.00036 -0.01141 0.467
O -0.02460 -0.17762 -5.95908 -0.439
C -0.21336 -0.12302 -4.66380 1.086
C -1.47142 0.01030 -4.05030 -0.721
C -1.54801 0.05664 -2.68526 -0.303
N -0.44591 -0.02225 -1.90578 -0.480
C 0.73975 -0.14896 -2.52238 0.716
Br 2.11890 -0.23737 -1.19704 -0.097
C 0.94476 -0.20622 -3.85860 -0.424
H -0.84263 -0.11730 -6.47565 0.348
H -2.37483 0.07632 -4.64150 0.354
H -2.49957 0.15859 -2.18212 0.374
H 1.92436 -0.30900 -4.30341 0.483
O 0.53488 -0.00278 1.70012 -0.690
N -0.32328 0.11318 2.72416 0.429
C 0.17047 0.10689 3.97528 -0.170
C -0.70311 0.22529 5.02865 -0.678
C -2.07088 0.34863 4.78662 -0.191
C -2.54316 0.35123 3.48619 -0.640
C -1.63410 0.22988 2.44864 1.022
S -2.02132 0.21149 0.75069 -0.241
H 1.24289 0.00663 4.05547 0.464
H -0.30818 0.22045 6.03443 0.437
H -2.76293 0.44223 5.61224 0.441
H -3.59618 0.44496 3.25965 0.457
```

Properties
Kohn-Sham gap (spin up / spin down) (Eh): 0.263 / 0.244
2S+1: 2
Net charge: +2
E_LUMO (spin up / spin down) (eV): -9.6506 / -10.2216
HOMO (spin up / spin down) (eV): -16.81 / -16.87

2.
3 unconnected molecules or ions with the total composition C2H5NOS in a non-equilibrium geometry. Source: the OMol25 dataset; level of theory: ωB97M-V with the def2-TZVPD basis set.

```
10
Properties=species:S:1:pos:R:3:mulliken_charge:R:1
C 0.02698 1.64576 0.06042 -0.616
C 1.08585 -0.68416 0.05690 0.173
H -1.33496 2.15094 -0.29562 0.254
H 1.02565 1.92028 -0.67504 0.263
H 0.25500 1.57291 1.61975 0.188
H -1.85728 -0.35898 -1.25108 0.130
H 0.97839 -1.82216 0.57640 0.277
N -0.08576 0.21376 -0.11073 0.023
O 2.26905 -0.32500 -0.11104 -0.489
S -1.45599 -0.50806 0.06157 -0.201
```

Properties
Kohn-Sham gap (Eh): 0.341
E_LUMO (eV): 0.1078
HOMO (eV): -9.18
ΔE to the lowest compared entry with this formula, charge and spin (eV): 6.2613

3.
11 unconnected molecules or ions with the total composition C44H77N11 in a non-equilibrium geometry. Source: the OMol25 dataset; level of theory: ωB97M-V with the def2-TZVPD basis set.

```
132
Properties=species:S:1:pos:R:3:mulliken_charge:R:1
C -1.03023 0.91105 0.86403 -0.829
C -0.88159 0.25368 -0.51579 0.939
C -0.19004 -1.11329 -0.51973 -0.081
C 1.11904 -1.12751 0.11975 -0.478
N 2.14208 -1.11984 0.63908 -0.151
H -0.10122 1.06230 1.41198 -0.214
H -1.70167 0.20434 1.36309 0.487
H -1.57287 1.85605 0.84953 0.072
H -0.23958 0.92821 -1.08913 -0.614
H -1.86390 0.21997 -0.98437 0.097
H -0.02611 -1.43287 -1.54996 0.336
H -0.77326 -1.89731 -0.03162 0.122
C -1.14996 5.95366 2.85600 -1.458
C -1.26663 4.66386 2.02203 0.567
C -1.95414 4.90703 0.66857 0.110
C -1.20690 5.79572 -0.24030 -0.041
N -0.65035 6.53576 -0.91934 -0.513
H -2.13802 6.33441 3.12110 0.339
H -0.56110 6.73982 2.38793 0.376
H -0.71466 5.70958 3.82729 0.412
H -1.87385 3.96491 2.59942 0.004
H -0.29764 4.18682 1.87439 -0.193
H -2.97519 5.25256 0.82691 0.622
H -2.04675 3.93635 0.17474 -0.122
C -0.89826 -4.85408 3.29845 -1.359
C 0.30916 -4.45372 2.45389 -0.305
C 1.05476 -3.23530 3.03127 1.166
C 1.63209 -3.42569 4.35980 0.005
N 2.13626 -3.50037 5.38946 -0.580
H -1.73493 -4.16227 3.21058 0.310
H -0.63545 -4.97523 4.35141 0.368
H -1.26100 -5.84270 3.00833 0.383
H -0.08452 -4.16259 1.47509 0.104
H 1.01515 -5.24587 2.20588 0.386
H 0.46036 -2.32491 3.09414 0.271
H 1.91327 -3.13957 2.36311 -0.670
C -0.49794 3.34571 -3.25804 -0.476
C 0.65541 4.33242 -3.28252 -0.359
C 1.80947 3.88940 -4.19837 -0.193
C 1.39602 3.46511 -5.54169 0.069
N 1.07352 3.09756 -6.58000 -0.501
H -1.38507 3.72678 -2.75110 0.367
H -0.11952 2.43960 -2.77361 -0.025
H -0.83268 3.03355 -4.25003 0.368
H 1.00414 4.45895 -2.26016 -0.094
H 0.25681 5.26594 -3.68427 0.544
H 2.29227 3.02875 -3.72616 0.160
H 2.58043 4.65594 -4.26594 0.491
C 6.00426 -3.41510 0.16050 -1.536
C 4.63014 -3.75636 0.75342 0.800
C 4.71924 -4.42351 2.12730 0.097
C 5.40312 -5.73318 2.18760 -0.082
N 5.94396 -6.74300 2.25501 -0.474
H 5.83678 -3.02776 -0.84303 0.366
H 6.67222 -4.27803 0.12491 0.392
H 6.55770 -2.70704 0.77926 0.353
H 4.02366 -4.36774 0.08360 0.256
H 4.06194 -2.83053 0.86446 -0.462
H 3.77906 -4.52527 2.67089 0.025
H 5.35300 -3.81628 2.78288 0.170
C -3.39274 -0.52157 -3.94011 -0.968
C -3.38630 0.98797 -3.74946 0.705
C -3.55214 1.80298 -5.03300 -0.655
C -4.75089 1.52855 -5.81218 0.070
N -5.67159 1.29555 -6.45713 -0.463
H -4.36454 -0.91944 -4.23428 0.366
H -3.12305 -0.97791 -2.98690 0.002
H -2.65595 -0.79688 -4.69504 0.435
H -2.44190 1.29808 -3.29282 -0.547
H -4.08332 1.33550 -2.98088 0.344
H -2.70993 1.63637 -5.70959 0.351
H -3.54981 2.86561 -4.78205 0.377
C 2.73402 0.17473 3.90321 -0.985
C 3.99395 0.88130 3.41717 -0.273
C 4.76691 -0.06467 2.50151 1.090
C 5.96430 0.56159 1.92889 -0.202
N 6.91436 1.04374 1.50026 -0.539
H 2.04799 0.85449 4.41411 0.440
H 2.89881 -0.66612 4.57766 0.435
H 2.12847 -0.21117 3.07639 -0.170
H 4.58251 1.14780 4.29849 0.449
H 3.77593 1.84791 2.96465 0.069
H 4.08827 -0.44730 1.73672 -0.586
H 5.13032 -0.93060 3.05968 0.445
C -3.94877 1.49169 3.10888 -0.793
C -5.08151 1.01009 3.99095 -0.662
C -6.35500 0.76481 3.14182 -0.144
C -6.85392 1.92970 2.38880 0.270
N -7.23145 2.85092 1.81781 -0.436
H -3.08614 1.66080 3.75711 0.384
H -4.17611 2.38992 2.52970 0.318
H -3.62823 0.79991 2.32626 0.116
H -5.33494 1.74597 4.75496 0.340
H -4.76004 0.09864 4.49343 0.373
H -7.11943 0.34777 3.79498 0.365
H -6.05503 0.02238 2.39909 -0.074
C 1.45196 3.25933 -0.60866 -1.489
C 2.38134 2.57756 0.39618 0.278
C 3.75478 3.26188 0.45808 -0.429
C 4.40571 3.47754 -0.82939 0.107
N 4.94030 3.61560 -1.83510 -0.513
H 0.41168 2.94449 -0.52808 0.010
H 1.77783 3.01423 -1.62330 0.475
H 1.53979 4.34690 -0.56947 0.425
H 2.53554 1.53546 0.10420 -0.191
H 1.86954 2.51228 1.35810 0.337
H 4.45121 2.69122 1.07771 -0.036
H 3.73111 4.19076 1.03423 0.520
C 1.76587 -4.58561 -2.32712 -1.334
C 2.96501 -3.63306 -2.45968 0.466
C 2.95131 -2.74604 -3.71271 -0.722
C 2.00127 -1.62047 -3.63799 0.284
N 1.28663 -0.72221 -3.60617 -0.427
H 1.94676 -5.42492 -3.00264 0.452
H 0.82597 -4.13511 -2.65036 0.346
H 1.65194 -4.98586 -1.32133 0.230
H 3.86356 -4.24529 -2.38454 0.473
H 3.00310 -2.94603 -1.60953 -0.331
H 2.65762 -3.36823 -4.55941 0.325
H 3.93548 -2.29886 -3.84689 0.344
C -5.04790 -1.44496 -0.80396 -0.104
C -5.35671 -2.90605 -0.43396 -0.642
C -4.71176 -3.95773 -1.35336 -0.572
C -3.25037 -3.81251 -1.35236 0.305
N -2.11079 -3.68274 -1.32309 -0.422
H -5.43671 -0.82953 0.01045 0.125
H -5.48472 -1.09819 -1.73645 0.302
H -3.96734 -1.29746 -0.75683 -0.322
H -6.43758 -3.06225 -0.38422 0.395
H -5.12142 -3.07053 0.62016 0.301
H -5.12531 -3.93809 -2.36175 0.318
H -4.93812 -4.97351 -1.02177 0.338
```

Properties
Kohn-Sham gap (Eh): 0.399
SMILES: CCCC#N.CCCC#N.CCCC#N.CCCC#N.CCCC#N.CCCC#N.CCCC#N.CCCC#N.CCCC#N.CCCC#N.CCCC#N
E_LUMO (eV): -0.4004
HOMO (eV): -11.27
ΔE to the lowest compared entry with this formula, charge and spin (eV): 1.6067

4.
A single C6H13N molecule in a non-equilibrium geometry. Source: the OMol25 dataset; level of theory: ωB97M-V with the def2-TZVPD basis set.

```
20
Properties=species:S:1:pos:R:3:mulliken_charge:R:1
C -0.20818 -1.28861 -1.92221 -0.972
C 0.14332 -0.51132 -0.82185 0.410
C -0.27205 0.90128 -0.40867 -0.718
C -0.86413 1.17966 1.05564 -0.385
C -2.24532 0.51132 1.45647 -1.131
N 1.24564 -0.97213 -0.01012 -0.279
C 2.57630 -0.45853 -0.03741 -0.809
H 0.36816 -1.98352 -2.48673 0.340
H -1.12801 -0.94349 -2.52719 0.202
H -1.16404 1.02211 -1.01046 0.339
H 0.52426 1.63455 -0.68141 0.281
H -0.07759 0.72879 1.69182 0.242
H -0.97132 2.25820 1.15908 0.356
H -3.17126 0.83710 0.94796 0.322
H -2.47231 0.76518 2.49835 0.335
H -2.15407 -0.58977 1.37598 0.302
H 1.11940 -1.99213 -0.16213 0.292
H 2.66603 0.44907 0.50753 0.200
H 3.39024 -1.04272 0.49145 0.290
H 2.69495 -0.50503 -1.11611 0.383
```

Properties
Kohn-Sham gap (Eh): 0.340
SMILES: C=C(CCC)NC
E_LUMO (eV): 1.0709
HOMO (eV): -8.17
ΔE to the lowest compared entry with this formula, charge and spin (eV): 2.3520